[1]
10
Properties=species:S:1:pos:R:3 method="wB97M-V/def2-TZVPD" homo_energy_ev=-8.91 lumo_energy_ha=0.0181
N 1.090 -0.638 -1.493
N -0.688 1.682 0.567
N -0.916 -1.510 1.576
N 0.642 0.379 -0.902
C 0.398 1.154 -0.011
C -0.175 -1.898 0.781
H -0.531 2.248 1.385
H 0.508 -2.154 -0.014
H 1.212 -0.398 -2.481
H -1.540 1.135 0.590

=====

[2]
22
Properties=species:S:1:pos:R:3 method="wB97M-V/def2-TZVPD" homo_energy_ev=-7.89 lumo_energy_ha=0.0152 smiles="C=[Si](C)C(C)(C)O.O"
Si 0.076 0.799 0.655
O 2.558 0.419 0.003
O -3.674 0.079 -1.328
C 1.357 -0.498 0.006
C -0.745 2.032 -0.515
C 1.104 -1.039 -1.365
C 1.345 -1.705 0.969
C -0.502 1.043 2.339
H -1.038 1.919 2.523
H -0.994 1.443 -1.380
H -0.043 -1.314 -1.484
H 1.786 -2.655 0.552
H -0.226 2.879 -0.989
H -1.716 2.413 -0.148
H 1.872 -1.458 1.937
H 1.597 -1.975 -1.683
H -2.893 -0.096 -0.739
H 0.295 -1.992 1.146
H -4.493 -0.080 -0.889
H 3.198 -0.158 -0.475
H 1.336 -0.421 -2.188
H -0.201 0.366 3.055

=====

[3]
106
Properties=species:S:1:pos:R:3 method="wB97M-V/def2-TZVPD" charge=-2 homo_energy_ev=-1.85 lumo_energy_ha=0.1356
Rb -11.886 0.279 18.789
Br -8.572 4.661 16.531
Br -10.664 2.188 16.156
Cl -12.569 -0.342 14.149
Cl -12.119 -5.618 12.668
Cl -11.577 -3.984 17.908
S -15.347 0.129 21.283
S -13.948 2.813 19.663
P -10.673 0.933 22.096
P -15.548 1.772 20.222
P -7.930 -1.624 18.934
O -12.383 -1.337 16.734
N -8.216 0.846 20.519
C -16.743 2.851 20.964
C -16.863 0.942 16.395
C -7.951 3.265 20.209
C -6.924 0.427 20.486
C -18.724 3.169 22.375
C -10.470 3.635 21.311
C -18.178 4.881 20.824
C -12.266 -3.017 13.521
C -6.605 -0.802 19.882
C -7.110 -4.060 19.801
C -12.178 -4.363 13.951
C -17.629 0.254 18.972
C -12.056 -4.671 15.298
C -12.053 1.691 23.232
C -17.050 4.156 20.455
C -9.396 0.479 23.418
C -12.926 0.542 23.809
C -8.501 4.554 20.248
C -8.603 2.118 20.717
C -12.340 -2.060 14.534
C -7.274 -3.347 18.467
C -5.285 -1.259 19.915
C -12.002 -3.653 16.249
C -16.272 1.586 17.514
C -8.145 1.316 23.657
C -12.295 -2.288 15.945
C -9.904 2.362 21.331
C -8.792 -1.050 16.315
C -6.162 -3.689 17.516
C -4.237 -0.463 20.431
C -16.595 1.233 18.788
C -17.844 -0.016 16.598
C -5.841 1.188 21.096
C -9.769 4.719 20.753
C -6.431 -0.136 16.887
C -9.528 3.159 17.371
C -19.091 4.337 21.755
C -18.276 -0.303 17.902
C -17.626 2.416 21.955
C -7.846 -0.509 17.443
C -8.886 -0.970 23.212
C -11.610 2.593 24.413
C -4.532 0.785 20.998
H -7.971 5.345 19.818
H -11.955 -5.708 15.553
H -8.030 -3.940 20.427
H -8.781 2.538 17.727
H -12.664 2.242 22.518
H -13.073 -0.234 23.086
H -8.133 -1.322 23.902
H -8.178 -3.705 17.905
H -11.038 3.517 23.961
H -5.859 -1.018 16.644
H -18.246 5.833 20.354
H -20.008 4.829 21.987
H -8.379 2.444 23.731
H -6.325 -3.249 16.557
H -13.885 0.920 24.055
H -16.354 4.597 19.675
H -19.385 2.784 23.212
H -8.421 -1.955 15.914
H -7.032 3.163 19.671
H -8.455 -1.066 22.175
H -16.514 1.185 15.364
H -5.066 -2.224 19.436
H -6.582 0.547 16.014
H -12.511 3.079 24.784
H -6.921 -5.127 19.739
H -17.439 1.468 22.419
H -3.803 1.465 21.308
H -3.215 -0.696 20.179
H -10.294 5.617 20.702
H -17.954 0.083 19.973
H -15.426 2.178 17.340
H -10.032 0.540 24.300
H -9.790 -1.305 16.728
H -5.893 0.382 17.675
H -12.429 0.092 24.698
H -8.356 0.385 17.801
H -6.070 2.165 21.511
H -9.052 -0.338 15.481
H -7.392 1.123 22.904
H -12.268 -2.735 12.461
H -6.231 -3.609 20.330
H -9.707 -1.676 23.386
H -10.118 3.618 18.207
H -11.448 3.755 21.716
H -6.208 -4.731 17.352
H -19.277 -0.766 18.035
H -5.146 -3.397 17.819
H -18.379 -0.505 15.805
H -7.617 1.010 24.572
H -10.963 2.173 25.135

=====

[4]
55
Properties=species:S:1:pos:R:3 method="wB97M-V/def2-TZVPD" homo_energy_ev=-9.48 lumo_energy_ha=-0.0504 smiles="NC1=C(F)C(=O)C(CC(N)(N)N)=C(CC(=O)Cl)C1=O.CO.CO.CO.CO"
Cl 1.346 -0.165 3.593
F 0.839 -1.422 -2.495
O -1.296 1.563 0.324
O -0.590 4.269 0.484
O -0.618 -1.621 4.397
O 2.162 3.372 -2.864
O -3.740 -3.132 -2.828
O 2.969 2.972 0.088
O -1.174 -3.006 -1.370
N 0.264 -4.426 3.011
N 1.316 -3.127 1.283
N 0.842 1.289 -1.477
N 0.220 -5.082 0.698
C -0.762 0.480 0.205
C -0.962 -0.623 1.176
C 0.176 -3.961 1.634
C 0.136 0.215 -0.952
C 2.652 4.280 -3.849
C 0.130 -1.037 -1.419
C -0.324 -0.805 3.608
C 2.469 3.570 1.287
C -0.709 -2.057 -0.771
C -4.548 -2.304 -2.007
C -1.160 -3.128 1.466
C 0.005 4.990 -0.582
C -1.227 -0.188 2.591
C -0.939 -1.872 0.698
H 1.757 -2.701 2.085
H -1.652 -2.941 2.414
H 1.221 3.240 -3.013
H 2.817 3.583 -0.642
H -2.255 -0.352 2.905
H 0.267 5.978 -0.209
H -4.537 -2.642 -0.965
H 1.246 -4.494 3.249
H 3.714 4.416 -3.666
H 1.382 1.010 -2.287
H 1.982 -3.661 0.745
H -0.086 -5.375 3.077
H -0.822 3.389 0.156
H 0.107 -4.749 -0.253
H -0.539 -5.725 0.881
H 1.499 1.671 -0.805
H -1.059 0.888 2.623
H -4.225 -1.259 -2.048
H -1.818 -3.750 0.862
H 2.995 4.501 1.511
H 2.155 5.250 -3.774
H 1.396 3.769 1.217
H -5.568 -2.366 -2.380
H -2.839 -3.074 -2.491
H -0.689 5.108 -1.421
H 2.644 2.865 2.097
H 2.517 3.881 -4.856
H 0.916 4.497 -0.942

=====

[5]
17
Properties=species:S:1:pos:R:3 method="wB97M-V/def2-TZVPD" homo_energy_ev=-8.97 lumo_energy_ha=0.0314 smiles="C=NCCC.O"
O 1.639 -1.106 4.122
N 0.520 0.323 0.682
C 1.724 0.339 0.356
C -0.685 -0.307 -0.003
C -0.696 -0.156 -1.521
C -1.547 0.973 -2.060
H -0.649 -1.306 0.453
H -1.483 0.409 0.376
H 1.570 -1.879 3.649
H 0.381 -0.101 -1.967
H -2.097 0.643 -2.974
H 0.782 -0.700 3.914
H 2.218 0.135 -0.595
H 2.523 0.635 0.997
H -0.890 1.898 -2.199
H -1.067 -1.136 -1.967
H -2.243 1.337 -1.264

=====

[6]
15
Properties=species:S:1:pos:R:3 method="wB97M-V/def2-TZVPD" charge=+1 homo_energy_ev=-14.68 lumo_energy_ha=-0.1974
O 0.063 -1.577 1.102
N -0.281 0.804 -0.545
C -0.213 0.892 -1.812
C -1.120 1.809 0.163
C 1.479 -1.883 0.890
H -1.088 1.500 -2.190
H 1.844 -1.258 0.106
H 2.070 -1.585 1.755
H -1.486 1.434 1.045
H -0.487 -2.222 1.520
H -0.439 2.647 0.427
H -1.981 2.286 -0.479
H 1.534 -2.937 0.727
H 0.178 0.155 -2.632
H -0.072 -0.065 -0.078

=====

[7]
12
Properties=species:S:1:pos:R:3 method="wB97M-V/def2-TZVPD" charge=+1 homo_energy_ev=-15.16 lumo_energy_ha=-0.1664 smiles=C[n+]1ccoc1
O 2.387 0.561 -0.034
N 0.251 0.264 0.080
C -1.199 0.227 -0.118
C 2.153 -0.700 -0.091
C 0.837 -0.941 0.107
C 1.137 1.239 0.060
H 0.885 2.323 0.170
H 3.069 -1.246 -0.245
H -1.776 -0.143 0.787
H -1.720 1.230 -0.171
H -1.401 -0.489 -1.076
H 0.407 -1.931 0.191

=====

[8]
17
Properties=species:S:1:pos:R:3 method="wB97M-V/def2-TZVPD" homo_energy_ev=-10.13 lumo_energy_ha=0.0425 smiles=C[C@@H]1OC[C@H](C)O1
O 0.489 -0.219 -0.769
O -0.662 -0.756 1.062
C 0.185 1.045 -0.213
C 0.522 -1.044 0.366
C -0.530 1.966 -1.192
C -0.690 0.654 1.067
C 0.599 -2.492 0.004
H 0.537 -3.086 0.918
H 1.550 -2.685 -0.498
H -1.749 0.957 1.083
H -1.383 2.275 -0.601
H 0.035 2.857 -1.493
H -0.231 -2.746 -0.660
H -0.896 1.456 -2.091
H 1.123 1.511 0.129
H -0.235 1.040 1.993
H 1.377 -0.720 0.993

=====

[9]
21
Properties=species:S:1:pos:R:3 method="wB97M-V/def2-TZVPD" homo_energy_ev=-8.59 lumo_energy_ha=0.0340 smiles=CNCCNC.O
O 2.226 1.127 -3.195
N -1.003 -0.851 -0.918
N 0.156 0.214 1.833
C -0.351 -1.915 -1.642
C -0.538 0.905 0.752
C -0.112 0.740 3.163
C -0.198 0.313 -0.605
H -1.564 -1.151 -0.137
H -0.304 1.085 -1.368
H 0.768 1.252 3.562
H -0.362 -0.061 3.859
H -0.911 -2.846 -1.534
H 1.458 0.629 -3.489
H 0.678 -2.088 -1.300
H -0.249 1.955 0.788
H 2.359 0.808 -2.294
H -0.944 1.447 3.149
H 0.870 0.051 -0.590
H -1.629 0.865 0.888
H -0.334 -1.700 -2.710
H -0.018 -0.779 1.788

=====

[10]
16
Properties=species:S:1:pos:R:3 method="wB97M-V/def2-TZVPD" homo_energy_ev=-10.11 lumo_energy_ha=0.0264
O 2.115 -2.485 0.259
O -1.580 0.584 -0.472
N 2.427 -0.327 0.809
C -2.183 1.838 -0.277
C -0.239 0.548 -0.050
C 1.688 -1.070 0.109
C 0.261 -0.866 -0.268
H -2.182 2.121 0.790
H -3.220 1.770 -0.627
H 0.369 1.269 -0.624
H 1.385 -3.050 -0.027
H -1.658 2.626 -0.845
H 0.149 -1.150 -1.326
H -0.160 0.818 1.018
H 3.180 -1.080 1.184
H -0.352 -1.547 0.345

=====

[11]
16
Properties=species:S:1:pos:R:3 method="wB97M-V/def2-TZVPD" homo_energy_ev=-9.76 lumo_energy_ha=0.0218 smiles="C[C@@H](N)CC(=O)O"
O -1.742 -0.708 2.169
O -0.838 -2.420 0.919
N -0.093 2.051 -0.049
C -1.295 -1.119 1.143
C -1.017 -0.279 -0.124
C 1.370 -0.053 -0.945
C 0.232 0.619 -0.013
H 0.692 0.577 1.033
H -1.835 0.377 -0.193
H -0.923 -1.062 -0.900
H 0.074 -2.390 0.641
H 0.830 -0.370 -1.998
H 1.914 -0.961 -0.628
H 0.311 2.611 -0.773
H 0.154 2.381 0.854
H 2.165 0.747 -1.137

=====

[12]
14
Properties=species:S:1:pos:R:3 method="wB97M-V/def2-TZVPD" homo_energy_ev=-8.81 lumo_energy_ha=0.0193 smiles="C=CC(=C)C=C"
C 2.351 -0.297 0.310
C -1.230 -0.720 -0.110
C 1.247 -0.587 -0.333
C -0.055 0.179 -0.270
C -2.476 -0.212 0.204
C 0.038 1.487 -0.277
H -2.784 0.890 0.522
H 1.085 1.965 -0.278
H 1.090 -1.549 -0.824
H -1.050 -1.852 -0.388
H 2.535 0.519 1.001
H 3.255 -0.902 0.230
H -3.164 -1.065 0.223
H -0.842 2.146 -0.009

=====

[13]
48
Properties=species:S:1:pos:R:3 method="wB97M-V/def2-TZVPD" homo_energy_ev=-8.36 lumo_energy_ha=0.0082 smiles="CC(C)CCNC(=O)COc1ccc2c(c1)C(=O)CC(C)(C)O2"
O -2.459 2.896 -1.531
O 3.849 -0.338 0.973
O -0.994 2.204 1.668
O 2.334 1.633 -2.276
N -2.404 1.007 -0.281
C 0.211 1.615 1.390
C 2.098 1.034 0.006
C 3.675 -1.710 -1.008
C 4.266 0.728 -1.177
C 2.004 0.271 2.287
C -4.434 -0.324 -0.778
C -2.189 2.313 -0.504
C 2.674 0.320 1.062
C -1.568 3.047 0.695
C -4.061 -2.829 -0.647
C 2.818 1.172 -1.268
C 0.860 1.663 0.171
C -3.612 -1.422 1.378
C 5.873 -0.887 -0.106
C 4.403 -0.542 -0.334
C -4.465 -1.571 0.120
C 0.799 0.913 2.448
C -3.047 0.139 -1.239
H 6.374 -0.068 0.404
H 4.126 -1.925 -1.973
H -3.800 -2.253 2.055
H 6.368 -1.072 -1.055
H -3.852 -0.500 1.903
H -2.194 0.636 0.633
H 0.455 2.181 -0.685
H 5.949 -1.775 0.516
H -4.677 -2.952 -1.534
H 2.455 -0.275 3.100
H -3.143 0.729 -2.153
H -2.373 3.579 1.212
H 0.282 0.886 3.395
H -4.187 -3.708 -0.019
H 4.669 0.572 -2.177
H 2.625 -1.468 -1.162
H -5.508 -1.696 0.436
H -0.852 3.788 0.324
H -3.019 -2.784 -0.956
H -5.034 -0.536 -1.664
H -2.398 -0.717 -1.444
H -4.910 0.508 -0.254
H 4.824 1.543 -0.704
H -2.551 -1.432 1.133
H 3.740 -2.596 -0.381

=====

[14]
8
Properties=species:S:1:pos:R:3 method="wB97M-V/def2-TZVPD" homo_energy_ev="-9.62 / -9.62" lumo_energy_ha="-0.0105 / -0.0105"
O 2.031 0.588 -0.165
N 4.241 -0.288 0.151
N -0.424 -0.006 0.014
N 0.691 -0.623 -0.218
C 3.161 0.072 0.010
H -0.727 0.607 -0.752
H 1.168 -1.163 0.598
H -0.922 0.201 0.813

=====

[15]
15
Properties=species:S:1:pos:R:3 method="wB97M-V/def2-TZVPD" homo_energy_ev=-7.09 lumo_energy_ha=0.0367
C -1.323 -0.754 1.089
C -0.307 -1.678 0.451
C -0.338 -1.456 1.808
C -0.428 2.173 0.197
C -0.134 0.929 0.074
C 0.265 -1.417 -0.873
C 0.774 0.100 -0.672
H -0.426 -1.697 -1.664
H -2.284 -0.577 0.971
H 0.088 2.870 -0.448
H -1.387 2.389 0.656
H 1.098 -1.975 -1.075
H 1.164 0.333 -1.685
H 1.631 -0.043 0.017
H -0.006 -1.613 2.724

=====

[16]
74
Properties=species:S:1:pos:R:3 method="wB97M-V/def2-TZVPD" charge=+4 spin_multiplicity=5 homo_energy_ev="-19.52 / -19.71" lumo_energy_ha="-0.3851 / -0.5415"
Pt 0.055 -0.327 1.263
S 2.952 -1.095 -0.066
S 1.019 0.354 4.240
P -1.850 -0.875 -1.508
P -1.121 1.889 -1.434
O -0.063 0.543 3.112
O -1.735 0.588 -2.181
O 2.177 -0.297 1.051
O -0.579 1.600 -0.106
O -0.668 -1.301 -0.740
N -2.318 3.026 -1.469
N -3.281 -0.980 -0.796
N -0.034 2.511 -2.526
N -1.961 -1.843 -2.945
C 0.971 3.462 -2.019
C -4.524 -0.366 -1.307
C 0.078 -0.249 5.628
C -3.161 3.272 -2.645
C -0.222 2.515 -3.977
C -3.510 -2.046 0.217
C 1.020 -3.136 2.105
C -2.816 -1.484 -4.062
C 5.339 -1.095 1.506
C 2.932 -2.833 0.443
C -2.295 4.115 -0.474
C 2.524 -3.086 1.893
C -1.401 -3.185 -2.952
C 4.953 -0.302 2.749
C 1.340 2.021 4.759
C 4.657 -0.609 0.230
H -1.703 3.827 0.389
H 5.466 -0.697 3.625
H 0.756 2.379 -4.442
H 0.791 -0.533 6.402
H 2.930 -4.059 2.177
H -3.326 4.306 -0.175
H 0.750 -3.365 3.133
H -0.608 3.490 -4.294
H 2.986 -2.357 2.560
H -4.168 3.508 -2.298
H 0.516 -3.835 1.438
H -1.900 5.023 -0.938
H 1.928 2.512 3.987
H -0.911 -3.337 -3.919
H 0.392 2.526 4.934
H 6.412 -1.002 1.325
H -2.219 -1.546 -4.978
H -5.097 -0.007 -0.453
H -3.228 -0.487 -3.947
H -5.122 -1.107 -1.840
H -2.225 -3.908 -2.896
H 4.586 0.483 0.206
H -3.191 2.405 -3.298
H -4.135 -1.625 1.002
H -2.564 -2.374 0.641
H -0.462 -1.132 5.292
H 3.878 -0.333 2.935
H 2.257 -3.331 -0.255
H 1.123 3.323 -0.952
H 3.938 -3.203 0.235
H 0.645 4.484 -2.236
H 0.555 -2.129 1.891
H -4.029 -2.891 -0.237
H -2.785 4.142 -3.192
H 5.171 -0.924 -0.683
H -0.707 -3.318 -2.131
H -0.892 1.721 -4.292
H -3.615 -2.229 -4.150
H 1.924 1.964 5.681
H 1.900 3.281 -2.561
H 5.248 0.743 2.644
H -4.303 0.474 -1.961
H -0.610 0.514 5.986
H 5.168 -2.164 1.655

=====

Number 1: electronic energy -8095.7625 eV. Number 2: electronic energy -17381.9663 eV. Number 3: electronic energy -276788.7412 eV. Number 4: electronic energy -50503.1503 eV. Number 5: electronic energy -7861.9442 eV. Number 6: electronic energy -6801.9378 eV. Number 7: electronic energy -7774.0336 eV. Number 8: electronic energy -9441.4715 eV. Number 9: electronic energy -9401.8929 eV. Number 10: electronic energy -9877.5778 eV. Number 11: electronic energy -9877.8357 eV. Number 12: electronic energy -6348.7348 eV. Number 13: electronic energy -28752.6591 eV. Number 14: electronic energy -7599.4875 eV. Number 15: electronic energy -7381.3010 eV. Number 16: electronic energy -76958.1340 eV.